DFT (ωB97M-V/def2-TZVPD) results for C19H23N6PSeTc as an isolated structure at a distorted geometry.

Positions of all 51 atoms, in Å:
Tc: -1.12451 -0.48983 0.43616
Se: -3.29606 1.78991 -0.17986
P: 1.52092 1.43551 -1.11696
N: 0.85368 3.18038 1.01700
N: 2.98336 -0.89755 -0.46203
N: -0.21867 1.15504 -3.33344
N: -0.33776 1.33385 0.98620
N: -0.96570 0.15093 -1.52730
N: 0.85662 -1.01674 0.09591
C: 1.85602 4.17444 0.67766
C: -2.69982 -0.74991 2.42082
C: -1.43951 -2.77370 1.94394
C: 2.77503 -2.14156 0.04476
C: 0.01932 0.90453 -2.02817
C: 0.62923 2.01720 0.36999
C: -0.56491 -3.87131 2.45824
C: -1.39072 0.55034 -3.67032
C: -0.00489 3.24178 2.07054
C: -1.64288 -1.61762 2.71176
C: -1.84836 -0.07083 -2.54547
C: -3.22119 -2.04214 0.45474
C: 1.45659 -2.21166 0.38153
C: -0.73627 2.09274 2.04910
C: 0.62661 1.93291 -4.22310
C: 1.80678 -0.23627 -0.42745
C: 4.26121 -0.37102 -0.91069
C: -3.53809 -0.99970 1.33080
C: -2.17425 -2.91521 0.75291
H: 1.70132 4.55120 -0.33222
H: 1.78115 5.00628 1.37212
H: -1.50638 1.77575 2.72462
H: 4.24208 -0.15061 -1.97707
H: -1.10939 -4.38872 3.25210
H: -0.05191 4.07594 2.74689
H: 4.50765 0.54083 -0.36951
H: -0.33088 -4.61206 1.69572
H: -1.81007 0.59576 -4.65922
H: 1.59743 1.45471 -4.34697
H: -4.44461 -0.42835 1.19731
H: 0.14730 2.01108 -5.19454
H: 0.92286 -3.04606 0.78736
H: 3.55554 -2.87477 0.13732
H: 5.03616 -1.10900 -0.72432
H: 2.85609 3.74729 0.74089
H: -1.07729 -1.48326 3.62480
H: -3.86551 -2.25503 -0.38726
H: -2.74818 -0.64197 -2.40995
H: 0.77918 2.93407 -3.82347
H: -2.02610 -3.79239 0.13635
H: 0.35365 -3.49973 2.91064
H: -2.95188 0.03451 3.12114

Atomic forces in eV per Å
-3.74 0.25 1.20
1.04 -1.32 0.27
-0.61 -0.36 0.37
-0.10 -0.18 -0.15
-0.25 0.01 0.09
0.01 -0.04 0.28
0.64 0.19 0.35
0.26 -0.11 -0.49
0.62 0.14 -0.15
0.29 0.26 -0.23
0.39 0.20 -0.01
0.32 0.35 -0.19
-0.14 -0.20 0.14
0.16 0.00 0.10
-0.01 -0.12 -0.17
0.11 -0.06 0.04
-0.23 -0.22 0.08
-0.24 -0.17 0.27
0.20 0.04 0.02
-0.06 -0.04 -0.26
0.20 -0.05 -0.36
0.15 -0.16 -0.03
0.18 0.12 0.14
0.31 0.24 -0.17
-0.04 0.16 -0.07
0.33 0.26 -0.23
0.14 0.45 -0.34
0.12 0.04 -0.21
-0.07 0.00 0.03
-0.02 -0.05 0.02
-0.08 0.06 -0.01
-0.06 -0.06 0.01
-0.05 -0.01 -0.02
0.10 0.07 -0.02
-0.01 -0.06 0.04
0.01 0.01 -0.02
0.03 0.06 -0.05
-0.06 -0.05 -0.02
0.05 0.06 -0.09
-0.04 -0.03 0.04
0.00 -0.03 0.01
0.07 0.01 -0.03
-0.06 -0.02 0.03
-0.04 0.01 0.08
0.05 0.06 -0.03
0.05 0.11 -0.08
-0.04 0.01 0.02
-0.08 -0.01 -0.02
0.07 0.04 -0.05
0.01 0.04 -0.02
0.08 0.11 -0.10

Computed properties:
* 2S+1: 2
* E_LUMO (spin up / spin down): -7.607 / -7.368 eV
* <S²>: 0.784
* total charge: +2
* E_tot: -3889.3894 hartree
* HOMO-LUMO gap (spin up / spin down): 0.2285 / 0.2256 Eh
* HOMO (spin up / spin down): -13.8 / -13.5 eV


DFT (ωB97M-V/def2-TZVPD) results for one molecule with the formula C19H23NO4.

Positions of all 47 atoms, in Å:
O: -5.24458 -3.83998 1.34653
O: -0.92802 -2.12096 -3.45190
O: 0.36884 -0.61430 -0.57324
O: 3.74389 3.12174 1.68844
N: -1.99159 -1.71186 -0.03808
C: -3.24892 -1.98938 2.06141
C: 5.64895 6.31332 1.31989
C: -3.30730 -3.80859 -2.74952
C: -4.81588 -3.94304 0.21234
C: 1.22336 0.36154 -0.11761
C: 5.08791 5.05851 1.97450
C: -0.99875 -1.70758 -2.30727
C: 2.52518 2.37651 -0.29142
C: 2.92626 2.25595 1.03161
C: -2.98582 -2.29070 0.63733
C: 1.67839 1.43614 -0.86234
C: 2.46750 1.16575 1.77646
C: 4.22991 4.25677 1.00140
C: -0.06514 -0.55180 -1.91344
C: -5.46590 -4.88296 -0.77226
C: -1.95218 -2.17535 -1.33621
C: -2.99654 -3.09244 -1.48548
C: 1.62943 0.23425 1.21173
C: -3.66011 -3.16450 -0.23290
H: 3.39192 4.87254 0.64453
H: -4.32379 -3.59766 -3.07668
H: -3.20970 -4.88484 -2.61772
H: 4.47592 5.32570 2.83724
H: -2.61551 -3.49023 -3.52305
H: 6.25466 6.86968 2.03004
H: -4.25523 -1.59074 2.17963
H: -6.28457 -5.39940 -0.27666
H: -2.52310 -1.27457 2.44400
H: 0.78748 -0.58048 -2.60320
H: 4.83170 3.94838 0.13464
H: 1.38979 1.56453 -1.89340
H: 1.27931 -0.61064 1.78430
H: 2.78616 1.07424 2.80224
H: -4.74517 -5.61120 -1.13350
H: 4.84394 6.95865 0.97514
H: -3.20978 -2.90462 2.64972
H: -0.62573 0.37987 -2.09511
H: 6.27100 6.05495 0.46578
H: -5.85488 -4.32754 -1.62151
H: 2.86080 3.19923 -0.90234
H: -1.29477 -1.08480 0.33904
H: 5.90068 4.42191 2.32687

Atomic forces in eV per Å
-0.06 -0.02 0.08
0.09 0.19 0.12
0.03 -0.13 0.16
-0.04 -0.15 0.12
-0.06 0.09 0.29
-0.01 0.02 0.15
-0.09 -0.20 0.10
0.06 -0.01 -0.22
-0.10 -0.17 -0.21
0.10 0.20 0.10
-0.18 -0.15 -0.25
0.41 0.23 0.00
0.28 0.25 0.28
-0.12 -0.11 -0.12
-0.22 -0.12 -0.11
-0.29 -0.39 -0.11
0.06 0.15 -0.08
0.20 0.29 0.05
0.10 0.20 -0.58
-0.19 -0.05 0.28
-0.62 -0.67 -0.23
0.38 0.35 0.13
-0.05 0.00 -0.19
0.44 0.43 0.23
0.06 -0.08 -0.01
-0.07 -0.05 -0.05
-0.04 -0.08 -0.04
0.01 -0.05 0.04
-0.09 -0.08 -0.02
0.06 0.10 0.00
0.01 0.01 0.06
0.01 0.02 0.02
0.05 0.06 0.05
-0.14 -0.02 0.09
-0.09 0.02 0.04
-0.05 -0.02 -0.09
-0.03 -0.11 0.08
0.04 -0.02 0.13
0.06 -0.05 -0.12
-0.04 0.12 -0.06
-0.01 0.03 0.06
0.09 -0.07 0.02
0.09 0.05 -0.10
0.01 0.01 -0.14
0.05 0.09 -0.02
-0.09 -0.10 0.02
-0.02 -0.03 0.06

Computed properties:
* 2S+1: 1
* E_LUMO: 0.566 eV
* total charge: 0
* E_tot: -1093.5224 hartree
* HOMO-LUMO gap: 0.3284 Eh
* SMILES: CCCOc1ccc(OCC(=O)c2[nH]c(C)c(C(C)=O)c2C)cc1
* HOMO: -8.4 eV


DFT (ωB97M-V/def2-TZVPD) results for C19H24BF4IrN6S3 as an isolated structure at a distorted geometry.

Positions of all 58 atoms, in Å:
Ir: 0.65726 0.15774 -0.17340
S: 2.43641 -1.26431 -0.01282
S: 1.41782 1.61872 -1.67820
S: 1.90014 1.57028 1.08293
F: -2.82086 -2.43663 -0.60795
F: -1.14447 -3.90948 -1.16828
F: -0.64302 -1.74841 -0.64563
F: -1.73428 -2.23622 -2.61173
N: 0.82445 -1.42391 -2.91916
N: -0.20423 -0.48129 1.80997
N: 2.58328 -4.43063 -2.29412
N: -1.11502 1.35273 -0.26131
N: 1.57579 -2.48009 -2.42183
N: 2.87912 -3.64100 -1.22604
C: -1.68260 1.31492 1.11840
C: -0.84248 2.72257 -0.69591
C: 0.50261 0.67962 5.30331
C: -0.07176 -1.94472 2.10176
C: 0.64720 4.22593 -1.85996
C: -0.25560 5.25196 -1.66910
C: -1.45683 5.01359 -1.00447
C: 0.33913 2.94960 -1.38009
C: -1.63333 -0.10796 1.63657
C: 1.95939 1.84826 3.78439
C: 2.27250 -2.45655 -1.25642
C: 1.36867 1.17371 2.71023
C: 1.11169 -4.11984 -4.26682
C: 1.77763 -3.71329 -3.01235
C: 0.37520 0.24782 2.94779
C: -0.07562 0.00689 4.24293
C: 1.52985 1.59355 5.06944
C: -1.75607 3.74768 -0.51709
C: -2.09851 0.78548 -1.23131
B: -1.65853 -2.66092 -1.28244
H: 1.46870 -5.10759 -4.54323
H: 0.96097 -2.14123 2.37417
H: -2.08770 -0.82070 0.95325
H: -1.70599 0.91504 -2.23704
H: -0.86608 -0.70547 4.42896
H: -2.17106 -0.17818 2.58654
H: 2.74690 2.56631 3.59930
H: -3.03895 1.33276 -1.13979
H: -2.27478 -0.26098 -1.03963
H: -2.71480 1.67577 1.12803
H: -0.35221 -2.53428 1.24209
H: -0.72140 -2.19945 2.94041
H: -2.69327 3.57592 -0.01013
H: -0.11366 -1.76021 -3.13784
H: -2.16603 5.81634 -0.86463
H: 1.58452 4.39617 -2.36916
H: -1.08076 1.98441 1.73539
H: 1.99418 2.11044 5.89738
H: 0.15867 0.49061 6.30954
H: 0.03038 -4.15432 -4.12082
H: -0.02558 6.24117 -2.03695
H: 3.48451 -3.99055 -0.50039
H: 1.33139 -3.42072 -5.07285
H: 1.28711 -1.03706 -3.73385

Atomic forces in eV per Å
-1.65 0.36 0.60
1.01 -0.68 -0.42
0.15 -0.43 -0.67
0.30 0.55 0.66
-0.39 0.02 0.23
0.16 -0.47 0.01
0.28 0.41 -0.24
-0.23 -0.06 -0.23
0.21 0.08 -0.10
0.30 -0.79 -0.26
-0.14 0.05 -0.21
-0.17 0.36 0.30
0.27 0.04 0.35
-0.09 0.15 0.08
-0.30 -0.08 0.03
-0.33 -0.03 0.23
0.04 0.04 -0.07
-0.15 0.15 0.26
-0.10 -0.06 -0.01
-0.06 0.05 0.05
0.13 -0.03 -0.05
0.33 -0.11 -0.31
0.05 0.19 0.14
-0.11 -0.09 -0.08
-0.18 0.15 0.13
0.07 0.05 0.03
0.00 -0.06 0.00
0.09 -0.16 0.05
-0.02 0.06 -0.17
0.15 0.13 0.04
-0.07 -0.06 0.05
0.21 -0.06 0.00
-0.08 0.13 -0.14
0.24 0.29 -0.10
-0.02 -0.01 -0.02
-0.01 -0.03 -0.01
-0.04 0.02 -0.04
0.01 -0.08 -0.03
-0.03 -0.03 0.03
0.11 0.02 0.00
0.02 0.02 -0.02
0.03 0.03 -0.04
-0.04 -0.06 0.03
0.05 -0.02 -0.10
-0.03 0.00 -0.07
0.05 -0.06 -0.03
-0.06 -0.01 0.05
0.04 0.14 0.07
-0.02 0.04 0.00
0.05 -0.01 -0.05
-0.02 -0.08 0.04
-0.01 0.01 0.03
0.00 0.00 0.04
0.01 0.00 0.00
-0.01 0.04 0.00
-0.05 0.05 0.01
0.01 0.01 -0.03
0.02 -0.09 -0.05

Computed properties:
* 2S+1: 2
* E_LUMO (spin up / spin down): -3.100 / -5.692 eV
* <S²>: 0.769
* total charge: +1
* E_tot: -2790.2191 hartree
* HOMO-LUMO gap (spin up / spin down): 0.2839 / 0.1880 Eh
* HOMO (spin up / spin down): -10.8 / -10.8 eV


DFT (ωB97M-V/def2-TZVPD) results for C19H24BrCuIN3O2 as an isolated structure.

Positions of all 51 atoms, in Å:
I: 0.78728 1.85623 -0.88472
Br: 3.56174 3.13989 0.91250
Cu: 0.07498 -1.65662 -1.31568
O: -1.63183 0.40517 -4.22097
O: 1.12776 -1.39429 0.24148
N: 2.86707 -0.83427 1.52612
N: 3.22057 -1.31845 -0.69287
N: -0.29217 -1.12376 -2.99221
C: -2.04696 0.29675 2.32343
C: -2.20518 -1.89747 1.12562
C: 2.16789 6.50755 -1.00997
C: -0.99148 -0.34016 -3.59960
C: -1.04887 -3.49187 -0.29193
C: 0.70293 4.73147 -1.68970
C: 1.42503 3.83777 -0.90973
C: -1.79829 -3.96100 -2.66918
C: 2.89054 5.61828 -0.23107
C: -2.98984 -1.54626 0.01104
C: -1.85941 -3.17004 -1.39157
C: 4.26892 -0.56389 1.79939
C: -2.83015 -2.16341 -1.20796
C: -1.25244 -2.87750 0.95744
C: 2.37663 -1.18211 0.34041
C: -3.79462 -1.39544 3.00456
C: 1.07580 6.06544 -1.73961
C: -2.38439 -1.19148 2.45012
C: 2.51998 4.28166 -0.18114
H: -2.61075 -4.69063 -2.67293
H: -4.02984 -2.45384 3.12143
H: -2.06747 0.77552 3.30321
H: 2.17782 -0.68895 2.24478
H: -3.89172 -0.91550 3.97877
H: 4.88529 -1.43722 1.58330
H: -2.77422 0.81097 1.69050
H: -3.74786 -0.77872 0.11446
H: 2.85739 -1.49200 -1.61414
H: -4.54344 -0.95369 2.34332
H: -0.86145 -4.50936 -2.76189
H: 4.17828 -1.02084 -0.62637
H: -0.14688 4.38118 -2.25885
H: 4.37306 -0.33282 2.85487
H: 4.62460 0.29381 1.22641
H: -1.05673 0.44991 1.88749
H: -3.46558 -1.88962 -2.04218
H: -0.63111 -3.16887 1.79499
H: -1.67319 -1.63930 3.14983
H: -0.33607 -4.30460 -0.38466
H: 3.74376 5.95465 0.34131
H: -1.91785 -3.32494 -3.54373
H: 0.50992 6.75488 -2.35135
H: 2.46256 7.54776 -1.04277

Atomic forces in eV per Å
-0.02 -0.06 0.04
-0.04 -0.05 -0.01
-0.30 -0.17 0.17
-0.06 0.01 -0.05
0.22 -0.12 -0.10
0.04 0.00 0.04
0.00 -0.05 -0.04
0.10 0.17 -0.21
-0.01 0.01 -0.03
-0.04 0.08 0.01
0.04 0.00 0.03
0.14 -0.15 0.20
0.06 0.09 0.05
0.04 0.08 -0.02
0.01 -0.01 0.01
-0.01 0.02 0.04
-0.01 0.03 -0.02
-0.05 0.00 -0.02
-0.08 0.00 -0.09
-0.03 0.01 0.01
-0.02 0.01 -0.01
0.08 -0.04 -0.03
-0.08 0.09 0.03
-0.02 0.01 0.00
-0.03 -0.04 -0.02
0.01 -0.03 0.00
0.01 0.07 0.00
0.01 -0.01 0.01
0.01 0.01 -0.01
-0.01 -0.01 -0.01
0.00 0.00 0.00
0.00 0.00 -0.01
-0.01 -0.01 0.00
0.02 -0.01 0.00
0.02 0.00 0.00
-0.02 0.03 0.00
0.01 0.00 0.02
0.00 0.02 0.00
0.00 0.01 0.00
0.00 0.00 0.01
0.00 0.01 0.00
0.01 0.02 -0.01
-0.01 -0.01 0.01
0.01 0.00 0.01
0.02 0.00 -0.02
0.00 -0.03 0.00
0.01 0.01 0.02
-0.01 0.00 -0.01
-0.01 0.00 0.01
0.00 0.00 0.01
0.00 -0.01 0.00

Computed properties:
* 2S+1: 2
* E_LUMO (spin up / spin down): -2.445 / -6.025 eV
* <S²>: 0.760
* total charge: +1
* E_tot: -5565.1644 hartree
* HOMO-LUMO gap (spin up / spin down): 0.3298 / 0.1981 Eh
* HOMO (spin up / spin down): -11.4 / -11.4 eV